Record 1
Density functional theory data (ωB97M-V/def2-TZVPD) for a gas-phase ion, C7H13NP (charge +1) at a distorted geometry.

Properties
* HOMO (spin up / spin down): -12.15 / -12.15 eV
* energy relative to the best compared isomer or geometry (same formula, charge and spin): 2.0025 eV
* electronic energy: -670.22846 hartree

```
! wB97M-V def2-TZVPD RIJCOSX def2/J DEFGRID3
* xyz 1 1
C 1.84 -2.59 -0.34
C -0.92 1.21 -0.63
C -0.20 2.21 0.06
C 1.09 -0.45 0.18
C -2.41 1.13 -0.45
C -0.12 -2.34 0.99
C 1.21 2.34 -0.12
N 1.01 -1.80 0.25
P 2.17 0.72 0.55
H 1.68 -3.66 -0.32
H 2.69 -2.19 -0.87
H -0.61 1.07 -1.67
H -0.66 2.69 0.91
H -0.36 0.23 -0.12
H -2.89 1.93 -1.00
H -2.80 0.19 -0.83
H -2.69 1.23 0.60
H -0.28 -3.38 0.74
H -1.02 -1.77 0.76
H 0.08 -2.26 2.06
H 1.66 3.18 0.40
H 1.54 2.31 -1.16
*
```

Atomic charges from the natural (NBO) analysis, expressed in e, are listed below:
1 C 0.028
2 C -0.458
3 C 0.049
4 C -0.519
5 C -0.613
6 C -0.414
7 C -0.691
8 N -0.284
9 P 0.782
10 H 0.218
11 H 0.224
12 H 0.244
13 H 0.220
14 H 0.289
15 H 0.236
16 H 0.222
17 H 0.218
18 H 0.235
19 H 0.238
20 H 0.245
21 H 0.265
22 H 0.267

***

Record 2
Density functional theory data (ωB97M-V/def2-TZVPD) for a molecular structure, C5H5O2 at a distorted geometry.

Properties
* HOMO: -3.85 eV
* energy relative to the best compared isomer or geometry (same formula, charge and spin): 1.8627 eV
* electronic energy: -343.96739 hartree

```
! wB97M-V def2-TZVPD RIJCOSX def2/J DEFGRID3
* xyz -1 1
C 0.40 0.13 -0.34
C 0.15 -1.35 -0.09
C 1.55 1.25 0.17
C -0.98 0.26 0.14
C -1.16 -1.26 0.25
O 1.36 1.94 1.19
O 2.37 1.36 -0.74
H 0.36 0.15 -1.44
H 0.73 -2.14 -0.34
H -1.07 0.82 1.19
H -1.68 0.68 -0.56
H -2.04 -1.84 0.57
*
```

Atomic charges from the natural (NBO) analysis, expressed in e, are listed below:
1 C -0.389
2 C -0.149
3 C 0.802
4 C -0.402
5 C -0.259
6 O -0.766
7 O -0.773
8 H 0.196
9 H 0.165
10 H 0.209
11 H 0.177
12 H 0.190

***

Record 3
Density functional theory data (ωB97M-V/def2-TZVPD) for a molecular structure, C30H75F6LiN3O32P5S6 at a distorted geometry.

Properties
* HOMO: -5.11 eV
* electronic energy: -8463.36072 hartree

```
! wB97M-V def2-TZVPD RIJCOSX def2/J DEFGRID3
* xyz -2 1
Li 2.91 -0.47 0.35
N 3.35 -1.87 -1.08
S 2.17 -2.92 -1.08
O 1.57 -3.15 0.20
O 2.23 -4.00 -2.02
F 1.10 -1.96 -1.86
S 4.62 -2.95 -0.85
O 5.33 -3.24 -2.07
O 4.42 -4.06 0.06
F 5.55 -1.98 -0.01
N 1.07 -0.10 0.64
S 0.24 0.93 -0.38
O 0.03 2.29 0.03
O -0.63 0.33 -1.34
F 1.58 1.18 -1.24
S -0.14 -0.49 1.55
O -0.97 -1.59 1.17
O -0.66 0.62 2.32
F 0.73 -1.25 2.69
N 5.25 0.71 -2.82
S 4.93 1.64 -1.43
O 5.85 2.70 -1.08
O 4.18 0.97 -0.39
F 3.79 2.51 -2.11
S 6.80 0.87 -2.84
O 7.51 0.49 -1.63
O 7.31 1.93 -3.67
F 7.09 -0.45 -3.72
C 5.06 5.75 -3.33
C 4.54 4.97 -4.54
O 3.14 4.76 -4.37
P 2.47 3.49 -5.04
O 2.87 2.18 -4.55
O 0.92 3.83 -4.83
C 0.18 3.23 -3.77
C -0.78 2.22 -4.43
O 2.63 3.67 -6.64
C 1.78 2.98 -7.53
C 2.56 1.80 -8.12
H 6.04 6.19 -3.53
H 4.41 6.54 -2.97
H 5.09 5.09 -2.46
H 4.81 5.49 -5.46
H 5.10 4.03 -4.53
H 0.75 2.68 -3.02
H -0.37 4.00 -3.23
H -0.21 1.46 -4.96
H -1.36 1.75 -3.63
H -1.56 2.80 -4.93
H 0.84 2.66 -7.07
H 1.53 3.69 -8.32
H 3.58 2.13 -8.30
H 2.56 1.00 -7.38
H 2.05 1.34 -8.97
C -8.07 -2.80 -6.11
C -6.72 -3.43 -6.31
O -5.90 -3.34 -5.16
P -4.71 -4.39 -4.84
O -5.21 -5.70 -4.43
O -3.90 -4.37 -6.23
C -2.77 -5.24 -6.42
C -1.58 -4.39 -6.86
O -3.81 -3.53 -3.85
C -3.36 -2.20 -4.22
C -2.34 -1.66 -3.24
H -7.98 -1.74 -5.87
H -8.70 -2.95 -6.99
H -8.65 -3.27 -5.31
H -6.84 -4.49 -6.54
H -6.25 -2.91 -7.15
H -2.52 -5.86 -5.56
H -3.04 -5.85 -7.28
H -1.56 -4.16 -7.92
H -1.42 -3.49 -6.27
H -0.65 -4.94 -6.66
H -2.89 -2.37 -5.19
H -4.19 -1.53 -4.44
H -2.66 -0.98 -2.46
H -1.87 -2.50 -2.74
H -1.52 -1.12 -3.73
C -4.57 -0.31 0.15
C -3.81 0.73 0.95
O -4.73 1.79 1.32
P -4.34 2.85 2.43
O -5.15 4.07 2.40
O -2.77 3.02 2.14
C -1.88 3.58 3.09
C -1.89 5.09 2.97
O -4.36 2.10 3.86
C -5.61 1.64 4.36
C -5.42 1.07 5.74
H -5.40 -0.76 0.70
H -4.96 0.09 -0.78
H -3.88 -1.12 -0.10
H -3.28 0.31 1.80
H -3.05 1.22 0.34
H -2.17 3.23 4.09
H -0.90 3.14 2.91
H -1.08 5.65 3.44
H -1.97 5.46 1.94
H -2.82 5.45 3.41
H -6.33 2.46 4.52
H -6.20 1.08 3.63
H -5.00 0.08 5.91
H -4.87 1.78 6.37
H -6.41 1.10 6.20
C -0.30 -4.71 3.45
C 0.58 -4.05 4.48
O 0.01 -2.80 4.88
P -1.24 -2.70 5.87
O -1.42 -3.70 6.93
O -1.11 -1.21 6.40
C -0.84 -0.10 5.52
C -0.76 1.14 6.42
O -2.42 -2.68 4.75
C -3.76 -2.31 5.05
C -4.47 -1.65 3.85
H -0.46 -3.94 2.68
H 0.23 -5.56 3.01
H -1.29 -5.05 3.75
H 0.79 -4.71 5.32
H 1.55 -3.84 4.03
H 0.13 -0.28 5.06
H -1.56 -0.07 4.70
H -1.49 1.19 7.22
H 0.21 1.16 6.93
H -0.77 2.03 5.78
H -4.19 -3.26 5.38
H -3.79 -1.61 5.89
H -5.49 -1.64 4.26
H -4.19 -0.63 3.64
H -4.37 -2.24 2.94
C 3.67 -1.89 6.36
C 3.26 -1.71 4.89
O 3.62 -0.36 4.58
P 4.23 0.12 3.18
O 3.96 -0.76 2.03
O 3.66 1.59 3.04
C 2.26 1.84 3.09
C 1.89 2.47 4.43
O 5.78 0.26 3.59
C 6.81 0.44 2.60
C 6.67 1.72 1.80
H 3.41 -2.83 6.84
H 4.74 -1.69 6.43
H 3.18 -1.08 6.90
H 3.76 -2.46 4.28
H 2.18 -1.76 4.78
H 1.89 2.43 2.24
H 1.66 0.95 2.98
H 2.04 1.68 5.17
H 2.48 3.35 4.67
H 0.85 2.79 4.56
H 7.71 0.50 3.21
H 6.92 -0.42 1.94
H 6.84 2.58 2.44
H 7.39 1.64 0.98
H 5.72 1.79 1.27
*
```

Löwdin atomic charge list, values in e, 99 entries:
1 Li 0.555
2 N -0.322
3 S 0.468
4 O -0.287
5 O -0.277
6 F -0.218
7 S 0.543
8 O -0.267
9 O -0.294
10 F -0.186
11 N -0.315
12 S 0.534
13 O -0.253
14 O -0.251
15 F -0.206
16 S 0.458
17 O -0.239
18 O -0.285
19 F -0.194
20 N -0.227
21 S 0.585
22 O -0.294
23 O -0.355
24 F -0.198
25 S 0.449
26 O -0.324
27 O -0.310
28 F -0.215
29 C -0.067
30 C -0.266
31 O -0.157
32 P 0.410
33 O -0.200
34 O -0.187
35 C -0.248
36 C -0.062
37 O -0.185
38 C -0.281
39 C -0.067
40 H 0.073
41 H 0.072
42 H 0.065
43 H 0.113
44 H 0.117
45 H 0.094
46 H 0.120
47 H 0.078
48 H 0.060
49 H 0.070
50 H 0.105
51 H 0.112
52 H 0.078
53 H 0.077
54 H 0.068
55 C -0.082
56 C -0.297
57 O -0.186
58 P 0.404
59 O -0.222
60 O -0.208
61 C -0.240
62 C -0.066
63 O -0.166
64 C -0.244
65 C -0.049
66 H 0.077
67 H 0.073
68 H 0.077
69 H 0.118
70 H 0.119
71 H 0.120
72 H 0.114
73 H 0.072
74 H 0.066
75 H 0.081
76 H 0.087
77 H 0.115
78 H 0.055
79 H 0.092
80 H 0.075
81 C -0.058
82 C -0.248
83 O -0.168
84 P 0.410
85 O -0.232
86 O -0.174
87 C -0.270
88 C -0.065
89 O -0.185
90 C -0.301
91 C -0.066
92 H 0.071
93 H 0.077
94 H 0.078
95 H 0.092
96 H 0.114
97 H 0.106
98 H 0.097
99 H 0.072

***

Record 4
Density functional theory data (ωB97M-V/def2-TZVPD) for a molecular structure, C3H5LiLuO3 at a distorted geometry.

Properties
* ⟨S²⟩: 0.751
* HOMO (spin up / spin down): -17.62 / -18.59 eV
* electronic energy: -1585.30288 hartree

```
! wB97M-V def2-TZVPD RIJCOSX def2/J DEFGRID3
* xyz 2 2
O 0.78 1.21 -0.29
C -0.45 1.36 0.29
C 1.20 -0.08 -0.74
O -1.64 1.60 -0.18
O -0.58 -0.35 0.52
C 0.67 -0.97 0.38
H 2.29 -0.09 -0.79
H 0.71 -0.29 -1.70
H 1.19 -0.87 1.34
H 0.56 -2.02 0.09
H -0.19 2.28 0.87
Lu -2.84 -0.08 0.62
Li -1.71 -1.70 -0.41
*
```

Atomic charges from the natural (NBO) analysis, expressed in e, are listed below:
1 O -0.464
2 C 0.638
3 C -0.101
4 O -0.840
5 O -0.907
6 C -0.112
7 H 0.264
8 H 0.196
9 H 0.246
10 H 0.198
11 H 0.226
12 Lu 1.825
13 Li 0.830

***

Record 5
Density functional theory data (ωB97M-V/def2-TZVPD) for a molecular structure, CH3O4Si at a distorted geometry.

Properties
* HOMO: -5.23 eV
* energy relative to the best compared isomer or geometry (same formula, charge and spin): 2.5807 eV
* electronic energy: -630.43728 hartree

```
! wB97M-V def2-TZVPD RIJCOSX def2/J DEFGRID3
* xyz -1 1
C -0.34 -0.78 -0.24
O -1.75 -0.28 -2.30
O 0.69 -1.12 -0.59
O -0.02 0.00 1.44
O 1.57 2.33 1.15
Si 1.17 0.97 1.76
H -1.25 -0.40 -1.45
H -2.11 -1.11 -2.61
H 2.02 0.38 2.83
*
```

Atomic charges from the natural (NBO) analysis, expressed in e, are listed below:
1 C 0.485
2 O -0.988
3 O -0.568
4 O -1.222
5 O -1.258
6 Si 1.998
7 H 0.426
8 H 0.450
9 H -0.322

***

Record 6
Density functional theory data (ωB97M-V/def2-TZVPD) for 2 unconnected molecules or ions with the total composition C3H4N2O2 at a distorted geometry.

Properties
* HOMO: -9.08 eV
* SMILES: O=C=NO.C=C=N
* energy relative to the best compared isomer or geometry (same formula, charge and spin): 5.2270 eV
* electronic energy: -376.57171 hartree

```
! wB97M-V def2-TZVPD RIJCOSX def2/J DEFGRID3
* xyz 0 1
C -1.41 0.58 0.19
C 1.62 0.63 -0.20
C -1.57 -0.30 -0.75
N -1.45 1.42 1.06
N 1.88 -0.53 -0.10
O 1.58 1.74 -0.51
O 1.49 -1.54 0.74
H -1.49 -0.04 -1.78
H -1.79 -1.33 -0.51
H -0.63 1.74 1.55
H 1.78 -2.36 0.31
*
```

Atomic charges from the natural (NBO) analysis, expressed in e, are listed below:
1 C 0.429
2 C 0.800
3 C -0.669
4 N -0.633
5 N -0.292
6 O -0.498
7 O -0.500
8 H 0.246
9 H 0.244
10 H 0.385
11 H 0.488

***

Number 1: molar mass 142.2 g/mol. Number 2: molar mass 97.1 g/mol. Number 3: molar mass 1458.1 g/mol. Number 4: molar mass 271.0 g/mol. Number 5: molar mass 107.1 g/mol. Number 6: molar mass 100.1 g/mol.